C29H28CrN4O2 | the ωB97M-V functional and the def2-TZVPD basis

Properties
LUMO energy (alpha / beta) in eV: 0.070 / -0.009
Kohn-Sham gap (alpha / beta) in eV: 8.047 / 8.344
Relative energy (zero: lowest compared OMol25 entry of this formula, charge and spin) in eV: 0.000
Maximum force in hartree/bohr: 0.0043

Geometry as ORCA input:
```
! wB97M-V def2-TZVPD RIJCOSX def2/J DEFGRID3
* xyz 0 5
Cr -0.00252 0.94377 0.01030
C -3.96057 1.01608 -1.62357
C -3.92897 0.14209 -0.40458
C -4.82682 -0.91016 -0.26264
C -4.79656 -1.72915 0.85460
C -3.86518 -1.49299 1.85238
C -2.95233 -0.45024 1.74357
C -1.95876 -0.18654 2.83892
C -2.98290 0.36202 0.60461
N -1.97545 1.34380 0.43955
C -2.34066 2.64065 0.49273
O -3.44958 3.11344 0.71083
C -1.16243 3.57073 0.27307
C -1.20974 4.95406 0.29777
C -0.02622 5.64857 0.07059
C 1.16423 4.97206 -0.17372
C 1.13090 3.58815 -0.18400
N -0.01257 2.95134 0.03644
C 2.31850 2.67612 -0.42724
O 3.42220 3.16579 -0.63429
N 1.96664 1.37464 -0.40763
C 2.98339 0.40758 -0.60105
C 3.93533 0.17056 0.39842
C 3.96397 1.01280 1.63956
C 4.84198 -0.86955 0.22592
C 4.81477 -1.65976 -0.91187
C 3.87774 -1.40599 -1.90037
C 2.95626 -0.37457 -1.76101
C 1.95606 -0.08978 -2.84492
H -4.60518 0.58840 -2.39064
H -2.95986 1.14683 -2.04410
H -4.32971 2.01070 -1.36894
H -5.55797 -1.08534 -1.04303
H -5.50374 -2.54291 0.95191
H -3.84355 -2.12206 2.73478
H -2.05046 -0.93147 3.62885
H -2.11132 0.80172 3.27629
H -0.92935 -0.21175 2.46965
H -2.15073 5.44833 0.49044
H -0.03165 6.73089 0.08425
H 2.10016 5.48042 -0.35385
H 2.96312 1.12732 2.06447
H 4.32741 2.01572 1.41056
H 4.61178 0.56885 2.39457
H 5.57781 -1.05807 0.99878
H 5.52891 -2.46425 -1.03253
H 3.85891 -2.01159 -2.79901
H 2.06955 -0.79462 -3.66796
H 2.07909 0.92175 -3.23550
H 0.92765 -0.16333 -2.47861
C 0.01106 -5.45807 -0.03501
C 0.01477 -3.96008 -0.04593
C 1.03551 -3.23839 0.56608
C 0.99857 -1.86034 0.55623
N 0.00453 -1.16736 -0.01948
C -0.98218 -1.85608 -0.60955
C -1.00822 -3.23510 -0.64686
H 1.02000 -5.85286 -0.14784
H -0.61418 -5.85860 -0.83088
H -0.38218 -5.82244 0.91612
H 1.86738 -3.74157 1.04046
H 1.79490 -1.28050 1.00471
H -1.78049 -1.27421 -1.05178
H -1.83105 -3.73547 -1.13902
*
```

Atom charges from the Mulliken analysis, given in e for atoms 1 to 8: atom 1 (Cr): 0.2297, atom 2 (C): -1.5809, atom 3 (C): 1.1809, atom 4 (C): -0.8883, atom 5 (C): -0.8561, atom 6 (C): -1.0242, atom 7 (C): 1.6787, atom 8 (C): -1.3446